Entry 1:
DFT (ωB97M-V with the def2-TZVPD basis set) results for a structure of composition C20H57N5O7Zn in a non-equilibrium geometry.

The LUMO energy comes out at -4.8334 eV. The calculation puts the energy relative to the best compared isomer or geometry (same formula, charge and spin) at 1393.0 kJ/mol. The calculation puts the total energy at -3375.4385 hartree. As for the HOMO energy: -7.965 eV. As for the total charge: 0.

Atoms and positions in Å:
Zn -1.68 -1.03 -0.74
O 1.61 -0.81 -2.57
H 2.36 -0.81 -3.19
O -0.49 -2.90 2.23
H 0.29 -3.21 2.73
C 6.43 4.73 0.22
C 5.89 3.75 -0.88
C 6.99 2.84 -1.48
O 8.05 3.63 -2.06
C 7.82 4.03 -3.41
N 4.97 2.89 -0.20
H 7.03 4.18 0.95
H 5.66 5.27 0.77
H 7.01 5.46 -0.35
H 5.38 4.30 -1.67
H 6.61 2.07 -2.16
H 7.50 2.26 -0.72
H 7.04 4.77 -3.59
H 7.81 3.22 -4.13
H 8.70 4.62 -3.66
H 5.30 2.33 0.57
H 4.59 2.21 -0.84
C -1.77 5.27 1.92
C -2.45 4.58 0.72
C -2.41 5.37 -0.59
O -3.54 5.00 -1.36
C -3.86 5.81 -2.51
N -1.73 3.36 0.57
H -0.68 5.25 2.04
H -2.16 4.78 2.82
H -2.00 6.33 1.98
H -3.48 4.40 1.03
H -1.42 5.34 -1.05
H -2.45 6.41 -0.29
H -2.96 5.89 -3.12
H -3.95 6.84 -2.18
H -4.68 5.44 -3.12
H -0.75 3.55 0.41
H -1.69 2.91 1.47
C -7.92 -0.26 2.39
C -6.86 -0.98 3.21
C -7.40 -1.96 4.29
O -6.38 -2.20 5.26
C -6.81 -3.04 6.33
N -6.04 -1.79 2.31
H -7.47 0.36 1.60
H -8.41 0.46 3.03
H -8.61 -0.91 1.85
H -6.21 -0.28 3.75
H -7.73 -2.92 3.90
H -8.18 -1.51 4.90
H -7.50 -2.58 7.04
H -5.93 -3.15 6.96
H -7.11 -4.01 5.94
H -6.70 -2.44 1.91
H -5.40 -2.33 2.88
C 5.56 -4.86 3.32
C 5.81 -4.11 2.02
C 7.23 -4.17 1.39
O 8.05 -3.41 2.26
C 9.49 -3.62 2.17
N 4.84 -4.50 0.94
H 5.46 -5.91 3.07
H 4.57 -4.58 3.67
H 6.33 -4.71 4.08
H 5.54 -3.08 2.23
H 7.20 -3.68 0.42
H 7.53 -5.21 1.28
H 9.69 -4.69 2.06
H 9.97 -3.21 3.05
H 9.87 -3.04 1.33
H 4.00 -4.25 1.43
H 4.84 -3.68 0.34
C -5.18 -1.08 -5.88
C -4.71 -1.60 -4.62
C -3.96 -2.93 -4.65
O -3.24 -3.24 -3.44
C -2.79 -4.56 -3.34
N -3.78 -0.69 -4.02
H -5.77 -1.79 -6.45
H -4.42 -0.66 -6.55
H -5.76 -0.18 -5.69
H -5.50 -1.65 -3.87
H -3.17 -2.84 -5.39
H -4.61 -3.75 -4.94
H -2.09 -4.73 -2.53
H -2.34 -4.97 -4.25
H -3.64 -5.18 -3.06
H -3.05 -0.44 -4.68
H -4.23 0.20 -3.84

---

Entry 2:
DFT (ωB97M-V with the def2-TZVPD basis set) results for a cluster of 9 separate species, C20H58N4O9 in total in a non-equilibrium geometry.

The LUMO energy comes out at 0.1391 eV. The calculation puts the energy relative to the best compared isomer or geometry (same formula, charge and spin) at 437.5 kJ/mol. The structure (SMILES) is NC(N)=O.NC(N)=O.CC(C)O.CC(C)O.CC(C)O.CC(C)O.CCO.CCO.CCO. The calculation puts the total energy at -1692.8644 hartree. As for the HOMO energy: -9.647 eV. As for the total charge: 0.

Atoms and positions in Å:
C 5.72 -2.97 3.36
C 5.87 -1.94 4.51
O 6.95 -1.09 4.18
H 5.33 -2.49 2.45
H 5.01 -3.76 3.63
H 6.67 -3.44 3.12
H 5.98 -2.51 5.43
H 5.06 -1.21 4.46
H 7.63 -1.61 3.76
C -0.81 -4.74 5.38
C -2.00 -4.81 4.35
O -3.06 -3.98 4.73
H -1.32 -5.03 6.30
H -0.38 -3.74 5.44
H -0.05 -5.51 5.25
H -2.37 -5.81 4.09
H -1.64 -4.41 3.40
H -3.57 -4.47 5.38
C 6.31 -1.82 -3.73
C 5.87 -0.92 -2.54
O 5.85 0.36 -2.80
H 5.55 -1.61 -4.48
H 6.30 -2.84 -3.34
H 7.27 -1.36 -3.99
H 6.57 -1.18 -1.75
H 4.84 -1.17 -2.24
H 5.02 0.62 -2.40
C 1.03 1.07 0.94
O 1.90 1.64 0.25
N 1.02 1.17 2.21
N 0.12 0.24 0.52
H 1.84 1.62 2.59
H 0.20 0.78 2.65
H 0.24 -0.05 -0.43
H -0.70 0.00 1.08
C -0.01 2.23 -4.64
O -0.99 1.65 -4.26
N 1.06 1.71 -5.26
N 0.25 3.41 -4.20
H 0.96 0.78 -5.66
H 1.75 2.37 -5.59
H 1.20 3.74 -4.24
H -0.32 3.71 -3.42
C -5.76 -0.51 -1.98
C -6.58 -0.52 -3.25
C -7.29 0.77 -3.45
O -5.61 -0.58 -4.25
H -4.96 0.23 -1.93
H -5.31 -1.50 -1.85
H -6.36 -0.28 -1.10
H -7.29 -1.33 -3.41
H -6.75 1.69 -3.25
H -8.19 0.82 -2.84
H -7.64 0.76 -4.49
H -4.94 0.09 -4.09
C 3.82 7.11 2.49
C 2.53 7.12 3.34
C 1.21 6.84 2.44
O 2.63 6.03 4.14
H 3.79 7.91 1.76
H 3.81 6.15 1.99
H 4.62 7.25 3.22
H 2.49 8.08 3.83
H 0.29 6.81 3.02
H 1.26 5.86 1.97
H 0.97 7.50 1.60
H 3.14 6.29 4.91
C 1.67 -4.82 -7.13
C 0.57 -5.47 -6.26
C -0.04 -4.30 -5.47
O -0.34 -6.12 -7.19
H 1.37 -4.00 -7.78
H 2.29 -5.54 -7.65
H 2.29 -4.42 -6.32
H 0.98 -6.20 -5.57
H 0.55 -3.96 -4.62
H -0.99 -4.65 -5.04
H -0.33 -3.40 -6.00
H -0.89 -5.42 -7.54
C -5.62 1.96 5.64
C -5.25 1.55 4.22
C -5.27 2.68 3.16
O -3.96 1.01 4.34
H -5.55 1.06 6.26
H -6.63 2.34 5.82
H -4.95 2.61 6.19
H -6.02 0.79 4.06
H -6.28 3.10 3.08
H -4.82 2.37 2.22
H -4.63 3.46 3.57
H -4.19 0.15 4.68

---

Entry 3:
DFT (ωB97M-V with the def2-TZVPD basis set) results for a structure of composition C20H58N6O5P2Si2 in a non-equilibrium geometry.

The LUMO energy comes out at -0.4984 eV. The calculation puts the total energy at -2763.1594 hartree. As for the HOMO energy: -8.118 eV. As for the total charge: 0.

Atoms and positions in Å:
C 1.65 1.56 -4.03
C 0.56 2.21 -4.94
O 0.90 2.22 -6.35
Si -0.32 1.58 -7.36
O -1.22 2.76 -8.21
Si -1.31 4.29 -7.43
C -2.34 4.25 -5.81
C -3.77 4.90 -6.06
C -4.82 4.24 -5.08
C -5.34 2.90 -5.76
C -6.85 2.64 -5.32
O -7.13 1.25 -5.14
C -8.50 0.99 -5.51
H 1.58 0.44 -4.00
H 1.42 1.88 -2.98
H 2.69 1.92 -4.24
H 0.49 3.30 -4.63
H -0.45 1.76 -4.83
H -1.16 0.64 -6.59
H 0.36 0.76 -8.38
H -1.87 5.33 -8.32
H 0.06 4.69 -7.03
H -1.81 4.85 -5.02
H -2.41 3.20 -5.39
H -4.03 4.73 -7.14
H -3.75 6.00 -5.87
H -5.71 4.89 -4.87
H -4.37 3.98 -4.08
H -4.71 2.03 -5.48
H -5.35 3.09 -6.86
H -7.04 3.22 -4.38
H -7.49 3.02 -6.17
H -8.51 0.73 -6.60
H -9.13 1.90 -5.33
H -8.92 0.13 -4.95
O 2.50 -0.53 -1.38
P 2.06 -1.95 -1.00
N 0.63 -1.43 -0.17
C 0.01 -2.00 1.01
C -0.39 -0.82 -1.03
N 3.34 -2.18 0.15
C 3.16 -2.54 1.54
C 4.50 -1.29 0.05
N 1.64 -3.66 -0.80
C 2.74 -4.57 -1.20
C 0.49 -4.08 -1.64
H -0.43 -2.99 0.85
H -0.78 -1.35 1.39
H 0.70 -2.08 1.85
H -0.90 -1.56 -1.66
H 0.06 -0.08 -1.69
H -1.15 -0.29 -0.45
H 2.82 -1.68 2.14
H 4.10 -2.90 1.98
H 2.46 -3.37 1.67
H 4.28 -0.30 0.48
H 4.81 -1.16 -0.99
H 5.36 -1.70 0.58
H 3.03 -4.41 -2.24
H 2.44 -5.61 -1.07
H 3.63 -4.44 -0.58
H 0.64 -3.81 -2.69
H -0.45 -3.65 -1.31
H 0.35 -5.16 -1.58
O 2.39 -2.41 5.41
P 2.40 -1.61 6.72
N 0.70 -1.82 7.02
C -0.23 -0.89 7.63
C 0.29 -3.20 7.28
N 2.68 -0.09 5.95
C 1.85 1.09 6.10
C 3.20 -0.11 4.59
N 2.64 -0.82 8.29
C 4.00 -0.23 8.42
C 2.52 -1.75 9.44
H -0.06 -0.73 8.70
H -1.26 -1.24 7.52
H -0.23 0.08 7.14
H 0.61 -3.55 8.27
H 0.72 -3.88 6.54
H -0.79 -3.32 7.21
H 0.93 1.02 5.51
H 2.38 1.99 5.76
H 1.61 1.30 7.14
H 2.41 -0.34 3.86
H 4.00 -0.85 4.48
H 3.64 0.85 4.31
H 4.78 -1.00 8.31
H 4.12 0.23 9.41
H 4.19 0.55 7.70
H 3.16 -2.63 9.31
H 1.50 -2.08 9.59
H 2.80 -1.25 10.37

---

Entry 4:
DFT (ωB97M-V with the def2-TZVPD basis set) results for a structure of composition C20H59F4N7O15PbS4 in a non-equilibrium geometry.

The LUMO energy comes out at -0.2863 eV. The calculation puts the total energy at -4494.1934 hartree. As for the HOMO energy: -9.280 eV. As for the total charge: 0.

Atoms and positions in Å:
Pb 1.87 0.86 0.28
N 2.80 0.20 2.41
S 2.57 0.64 3.85
O 3.52 1.60 4.44
O 1.83 -0.32 4.73
F 1.38 1.62 3.48
S 4.18 -0.71 2.86
O 4.06 -1.72 3.88
O 5.47 -0.14 2.63
F 4.16 -1.66 1.55
N 2.13 3.14 -0.46
S 2.01 4.57 0.41
O 0.90 5.45 0.20
O 3.29 5.16 0.80
F 1.52 3.77 1.72
S 2.28 3.89 -1.85
O 3.42 4.80 -1.95
O 1.04 4.21 -2.54
F 2.79 2.58 -2.66
O 1.31 -1.56 0.59
H 1.36 -2.38 0.11
H 1.47 -1.81 1.50
O 1.34 -3.42 2.77
H 1.37 -2.96 3.62
H 1.03 -4.30 2.99
C -0.57 -2.61 -2.32
C 0.39 -3.82 -2.51
C 0.77 -4.60 -1.22
O 1.80 -3.87 -0.59
C 2.58 -4.65 0.28
N -0.37 -4.70 -3.36
H -1.52 -2.94 -1.90
H -0.83 -2.14 -3.27
H -0.26 -1.88 -1.57
H 1.30 -3.65 -3.09
H 1.18 -5.54 -1.59
H -0.07 -4.82 -0.57
H 1.94 -5.08 1.05
H 3.36 -4.10 0.80
H 3.08 -5.37 -0.37
H -1.15 -5.03 -2.82
H 0.18 -5.48 -3.69
C -2.49 4.55 -1.70
C -2.73 5.13 -0.33
C -4.16 4.98 0.26
O -4.13 5.64 1.50
C -5.19 5.20 2.39
N -1.87 4.41 0.59
H -1.43 4.39 -1.90
H -2.83 5.25 -2.46
H -3.07 3.65 -1.90
H -2.34 6.15 -0.37
H -4.40 3.93 0.45
H -4.84 5.51 -0.39
H -5.29 5.81 3.29
H -5.04 4.19 2.76
H -6.17 5.23 1.91
H -1.00 4.93 0.56
H -2.22 4.61 1.52
C -5.28 -4.23 0.62
C -4.69 -2.91 0.17
C -3.19 -2.76 0.68
O -3.14 -2.66 2.06
C -1.95 -2.60 2.76
N -4.70 -2.97 -1.28
H -5.45 -4.20 1.69
H -4.61 -5.06 0.41
H -6.24 -4.37 0.13
H -5.35 -2.13 0.54
H -2.55 -2.03 0.19
H -2.63 -3.66 0.44
H -2.08 -2.87 3.81
H -1.57 -1.58 2.63
H -1.23 -3.30 2.35
H -4.43 -2.06 -1.62
H -5.53 -3.27 -1.78
C -2.64 0.78 1.50
C -1.31 0.68 0.85
C -1.45 0.87 -0.68
O -0.17 0.91 -1.33
C -0.42 1.06 -2.71
N -0.50 1.72 1.40
H -3.12 1.74 1.32
H -2.47 0.54 2.55
H -3.34 0.02 1.13
H -0.76 -0.24 1.02
H -1.90 1.86 -0.77
H -2.11 0.11 -1.10
H 0.60 1.10 -3.10
H -0.97 1.96 -2.98
H -0.96 0.19 -3.10
H -0.94 2.57 1.07
H -0.57 1.87 2.39
C 4.51 -1.62 -3.11
C 4.08 -0.90 -1.79
C 5.06 0.20 -1.33
O 4.45 0.84 -0.17
C 5.16 2.00 0.32
N 2.71 -0.33 -2.08
H 4.77 -0.94 -3.93
H 3.68 -2.26 -3.42
H 5.33 -2.23 -2.74
H 3.97 -1.59 -0.97
H 5.18 1.06 -1.99
H 6.05 -0.14 -1.05
H 4.60 2.44 1.15
H 5.43 2.73 -0.44
H 6.07 1.66 0.81
H 2.17 -1.07 -2.51
H 2.73 0.31 -2.86